This record from the OMol25 dataset describes C25H28IrN8O7S2 as an isolated structure. The level of theory is the ωB97M-V functional and the def2-TZVPD basis.

The geometry in ORCA input format:
```
! wB97M-V def2-TZVPD RIJCOSX def2/J DEFGRID3
* xyz 0 6
Ir 0.09703 -0.07044 -0.96263
S 0.16468 -2.20500 -2.12342
S 4.79772 -1.58635 0.53834
O -2.28467 -0.92212 -0.45683
O -1.47371 2.94758 -2.56699
O 2.20539 -0.09164 -1.57862
O 4.54245 -2.87930 1.10957
O 0.77184 2.07316 -1.09343
O -5.73174 0.89587 -2.70887
O 5.71568 -0.71236 1.21750
N -1.80978 0.92309 -1.59299
N 2.03046 3.85422 -0.70803
N 0.40111 -1.51344 0.66682
N 3.39494 -0.80038 0.23234
N -4.02719 0.06902 -1.50010
N 1.01273 -2.70217 0.42001
N 1.76884 -4.09945 -1.19323
N -0.26808 1.01945 1.41260
C -2.65864 1.20674 2.91297
C 1.04721 -3.01449 -0.85041
C -2.93779 0.66861 -4.88534
C 5.45835 -1.83996 -3.89204
C -2.69245 0.00106 -1.16777
C 1.12388 1.30986 1.87380
C 6.37784 -2.38502 -1.71649
C -4.39259 3.61613 -0.96983
C 4.28110 -1.20939 -1.93364
C 1.56579 2.64841 -0.34796
C -2.21528 2.27738 2.07725
C 3.20786 -0.65250 -1.05895
C 6.45769 -2.40469 -3.10551
C -1.95466 0.03084 2.89100
C -3.64822 2.07597 -2.85959
C -1.07476 2.17258 1.37291
C -3.55986 1.96756 -4.39900
C -4.57262 0.97778 -2.37374
C 2.07989 2.06935 0.93710
C -4.27727 3.42392 -2.47120
C -0.82002 -0.10795 2.09022
C 4.35148 -1.23499 -3.31415
C -2.21387 2.02141 -2.31282
C 5.27363 -1.77569 -1.16181
C -0.24552 -1.36693 1.78597
H 7.30737 -2.87076 -3.58360
H -4.61781 -0.68385 -1.17374
H 1.78065 4.20078 -1.62084
H -0.70401 2.96328 0.73782
H -3.65399 4.20555 -2.90746
H 2.71988 4.33666 -0.16097
H 2.86026 1.35925 0.62709
H -1.92619 0.53664 -4.49927
H -2.29688 -0.84186 3.42907
H -5.03771 2.86208 -0.51565
H -2.87680 0.65643 -5.97284
H 2.57712 2.85101 1.51383
H 1.86234 -4.36623 -2.15423
H 3.56069 -0.79982 -3.90872
H -0.38397 -2.22354 2.43709
H 2.33300 -4.54088 -0.48569
H -4.57606 2.06948 -4.78451
H 7.14608 -2.82917 -1.10093
H -2.97884 2.82365 -4.74593
H 1.58043 0.34719 2.10108
H -3.41314 3.55760 -0.49304
H -3.55238 1.31026 3.50705
H 5.54790 -1.87713 -4.96824
H 1.02993 1.86513 2.81260
H -4.81824 4.59182 -0.73788
H -3.53046 -0.19610 -4.58386
H -2.79352 3.18703 2.00139
H -5.26152 3.47185 -2.94051
*
```

Total energy in eV: -77140.4713
ΔE to the lowest compared entry with this formula, charge and spin in kcal/mol: 0.0
HOMO-LUMO gap (spin up / spin down) in eV: 7.227 / 6.415
E_HOMO (spin up / spin down) in Eh: -0.2572 / -0.3038
Expectation value of S²: 8.8140